[1]
The following is a quantum chemistry calculation of 2 unconnected molecules or ions with the total composition C4H7NO at a distorted geometry, from OMol25.

The geometry in XYZ format:
```
13
Properties=species:S:1:pos:R:3:forces:R:3
O 1.298384 -0.590457 2.143814 0.1 0.2 0.2
C 0.588538 0.419000 -0.682818 0.1 0.1 0.0
C -0.100395 -0.760718 -1.277917 0.0 -0.1 -0.1
C -0.763576 -0.010148 -0.146799 -0.1 0.0 0.1
C -1.895710 0.845928 -0.413953 -0.7 0.6 -0.2
N -2.783902 1.560005 -0.619578 0.8 -0.7 0.2
H 2.007187 -0.238312 2.694517 0.0 -0.1 0.0
H 1.441851 0.239455 -0.038460 -0.2 0.0 -0.2
H 0.604011 1.342521 -1.253113 0.0 -0.2 0.1
H 0.278306 -1.744645 -1.019656 -0.1 0.2 -0.1
H -0.534390 -0.672930 -2.268072 0.1 0.0 0.2
H 0.669030 0.137527 2.074544 0.1 0.0 0.1
H -0.809336 -0.527227 0.807493 0.0 0.1 -0.2
```
Forces are in eV/Å.

## Properties
SMILES ... N#CC1CC1.O
Electronic energy ... -7797.86211 eV
E_LUMO ... 0.6 eV
Multiplicity ... 1
Orbital gap ... 11.3 eV
Relative energy (zero: lowest compared OMol25 entry of this formula, charge and spin) ... 41.1 kcal/mol
Total charge ... 0

Results of the Löwdin charge analysis, in e, for atoms 1 through 6: -0.059 -0.113 -0.097 -0.291 -0.200 0.139

[2]
The following is a quantum chemistry calculation of a molecular structure, C4H7NO, from OMol25.

The geometry in XYZ format:
```
13
Properties=species:S:1:pos:R:3:forces:R:3
C -1.602987 -0.709138 1.588963 0.0 -0.2 0.1
N -0.846519 0.301067 0.903518 0.3 0.0 -0.2
C 0.129309 0.143346 0.145928 -0.6 0.3 0.2
C 0.728946 1.139753 -0.792303 0.0 0.1 0.0
C 1.404122 -0.097557 -1.400698 0.2 0.1 -0.2
O 0.847397 -0.939947 -0.343552 -0.2 -0.1 0.1
H -1.205185 -1.728617 1.527997 0.0 0.1 0.0
H -2.620770 -0.695322 1.177871 0.2 -0.1 0.1
H -1.681305 -0.402911 2.635839 0.0 -0.2 -0.1
H 1.398067 1.883308 -0.357603 -0.1 -0.1 0.0
H -0.091216 1.625478 -1.318336 0.3 0.1 -0.4
H 1.043006 -0.423826 -2.380636 0.0 0.1 0.2
H 2.497135 -0.095634 -1.386989 -0.2 -0.1 0.1
```
Forces are in eV/Å.

## Properties
Electronic energy ... -7797.63444 eV
E_LUMO ... 1.0 eV
Multiplicity ... 1
Orbital gap ... 10.5 eV
Relative energy (zero: lowest compared OMol25 entry of this formula, charge and spin) ... 46.4 kcal/mol
Total charge ... 0

Results of the Löwdin charge analysis, in e, for atoms 1 through 6: -0.126 0.046 -0.413 -0.061 -0.130 -0.001

[3]
The following is a quantum chemistry calculation of C4H7NO in the gas phase, from OMol25.

The geometry in XYZ format:
```
13
Properties=species:S:1:pos:R:3:forces:R:3
C -0.489454 0.937297 0.086909 0.0 -0.1 0.1
C 0.936856 0.753970 -0.415490 -0.2 0.3 -0.2
O 1.585136 -0.268239 0.338799 -0.1 -0.4 0.2
C 0.821579 -1.372003 0.543456 -0.3 -0.2 0.0
N -0.394545 -1.552083 0.247530 0.4 0.2 0.3
C -1.203761 -0.399397 -0.138460 -0.2 0.1 0.0
H -0.453794 1.180381 1.155880 0.0 -0.1 -0.1
H -1.001522 1.768598 -0.414746 0.2 -0.2 0.0
H 0.907611 0.465112 -1.477509 0.1 0.0 0.2
H 1.568520 1.636601 -0.303239 -0.2 -0.1 0.0
H 1.361800 -2.165012 1.070416 0.1 0.3 -0.4
H -2.098412 -0.488344 0.487172 0.0 0.2 -0.2
H -1.540015 -0.496879 -1.180718 0.2 0.0 0.2
```
Forces are in eV/Å.

## Properties
SMILES ... C1=NCCCO1
Electronic energy ... -7798.47773 eV
E_LUMO ... 1.0 eV
Multiplicity ... 1
Orbital gap ... 10.5 eV
Relative energy (zero: lowest compared OMol25 entry of this formula, charge and spin) ... 26.9 kcal/mol
Total charge ... 0

Results of the Löwdin charge analysis, in e, for atoms 1 through 6: -0.166 -0.188 -0.059 -0.241 0.048 -0.234

[4]
The following is a quantum chemistry calculation of C4H7NO in the gas phase, from OMol25.

The geometry in XYZ format:
```
13
Properties=species:S:1:pos:R:3:forces:R:3
C 1.147904 0.834221 1.042543 0.1 0.1 0.0
C 0.034911 0.495110 0.100727 0.0 0.3 0.2
C 0.211506 0.053676 -1.295017 0.0 -0.1 -0.1
N -0.087784 -0.934437 -0.255138 0.0 -0.4 0.1
C -1.421267 -1.334139 -0.083076 -0.6 0.1 -0.3
O -2.380558 -0.918845 -0.684174 0.3 -0.3 0.0
H 0.833014 0.657305 2.077137 0.1 0.0 -0.2
H 1.435932 1.883498 0.944546 0.0 -0.1 0.0
H 2.008118 0.195924 0.827891 0.0 0.1 0.1
H -0.930913 0.963825 0.296326 0.2 0.0 0.0
H -0.565399 0.264446 -2.028578 0.1 0.0 0.2
H 1.223251 -0.088726 -1.670058 -0.2 0.2 0.0
H -1.508716 -2.071857 0.726870 -0.1 0.0 0.0
```
Forces are in eV/Å.

## Properties
SMILES ... C[C@H]1CN1C=O
Electronic energy ... -7797.77714 eV
E_LUMO ... 1.1 eV
Multiplicity ... 1
Orbital gap ... 11.1 eV
Relative energy (zero: lowest compared OMol25 entry of this formula, charge and spin) ... 43.1 kcal/mol
Total charge ... 0

Results of the Löwdin charge analysis, in e, for atoms 1 through 6: -0.053 -0.321 -0.078 -0.032 -0.313 0.059

[5]
The following is a quantum chemistry calculation of a molecular structure, C4H7NO at a distorted geometry, from OMol25.

The geometry in XYZ format:
```
13
Properties=species:S:1:pos:R:3:forces:R:3
C -1.327026 -0.403369 -0.028036 -1.3 5.9 0.5
N -1.858339 0.450777 -0.901211 2.1 -3.3 -1.9
C 0.112880 -0.261454 0.343495 -2.5 -6.4 1.1
C 0.691881 1.063720 0.719164 0.3 -0.2 -0.3
O 1.325624 0.847471 -0.577284 2.3 2.2 -0.3
C 1.330862 -0.600707 -0.467322 -2.1 1.5 -0.9
H -1.937687 -0.554491 0.886862 -0.5 -1.1 -0.8
H -0.496593 -1.452676 0.639759 2.8 0.6 1.6
H -2.577605 -0.029828 -1.443701 -1.4 0.9 0.8
H 1.412786 1.112848 1.543340 -0.1 0.1 -0.2
H -0.017706 1.897398 0.669474 0.2 -0.2 0.2
H 2.215358 -0.992014 0.048981 -0.3 0.1 0.0
H 1.125570 -1.077675 -1.433527 0.4 0.1 0.2
```
Forces are in eV/Å.

## Properties
Electronic energy ... -7791.67332 eV
E_LUMO (alpha / beta) ... -0.3 / -0.3 eV
Multiplicity ... 1
Orbital gap (alpha / beta) ... 8.3 / 8.3 eV
Relative energy (zero: lowest compared OMol25 entry of this formula, charge and spin) ... 183.8 kcal/mol
Total charge ... 0

Results of the Löwdin charge analysis, in e, for atoms 1 through 6: -0.305 0.102 -0.295 -0.086 -0.116 -0.119

[6]
The following is a quantum chemistry calculation of 2 unconnected molecules or ions with the total composition C4H7NO, from OMol25.

The geometry in XYZ format:
```
13
Properties=species:S:1:pos:R:3:forces:R:3
C -1.495569 0.663637 -0.622947 0.0 -0.1 0.0
C -0.140422 0.480934 -1.256018 0.0 -0.2 -0.2
C 1.295905 0.264937 1.189872 0.1 -0.1 0.1
N 0.915211 -0.946287 1.029123 -0.2 -0.4 -0.2
C 0.438327 -1.996660 0.643577 0.3 0.5 0.3
O 0.219938 -0.545655 -1.782066 -0.2 0.5 0.0
H -2.191129 0.997122 -1.402538 0.1 0.0 0.1
H -1.845849 -0.295156 -0.229871 0.1 0.1 -0.1
H -1.479619 1.423929 0.164220 0.0 -0.1 -0.1
H 0.522781 1.372455 -1.252176 -0.1 -0.1 0.0
H 2.081558 0.656057 0.552821 -0.1 -0.1 0.1
H 0.884218 0.858710 1.997599 0.1 -0.2 0.0
H 0.831342 -2.957538 0.971135 0.0 0.1 0.1
```
Forces are in eV/Å.

## Properties
Electronic energy ... -7795.69530 eV
E_LUMO ... 1.0 eV
Multiplicity ... 1
Orbital gap ... 9.3 eV
Relative energy (zero: lowest compared OMol25 entry of this formula, charge and spin) ... 91.1 kcal/mol
Total charge ... 0

Results of the Löwdin charge analysis, in e, for atoms 1 through 6: -0.065 -0.382 -0.054 -0.132 0.082 0.007

[7]
The following is a quantum chemistry calculation of a molecular structure, C4H7NO at a distorted geometry, from OMol25.

The geometry in XYZ format:
```
13
Properties=species:S:1:pos:R:3:forces:R:3
C -1.657851 -0.501141 0.170829 0.3 -0.5 0.0
C -0.311921 -0.056053 -0.363108 1.3 -2.2 -0.1
C 0.383039 1.011300 0.368545 -1.1 0.2 -0.3
O 1.691716 1.063183 -0.036645 0.7 -2.0 -0.3
C 2.044200 -0.558418 -0.292552 -1.5 2.3 0.4
N 1.081735 -1.323001 -0.415655 -0.7 2.2 0.4
H -1.622028 -1.584018 0.104413 -0.4 -0.2 0.1
H -2.528467 -0.155394 -0.407101 0.5 0.0 0.0
H -1.810789 -0.218378 1.221275 0.2 -0.1 -0.3
H -0.271370 0.123936 -1.436459 -0.2 -0.1 0.1
H 0.216114 1.014438 1.462524 0.2 -0.2 -0.4
H -0.351849 1.731906 -0.083732 1.2 1.1 0.5
H 3.137466 -0.548360 -0.292332 -0.5 -0.4 -0.1
```
Forces are in eV/Å.

## Properties
Electronic energy ... -7796.18062 eV
E_LUMO ... 1.1 eV
Multiplicity ... 1
Orbital gap ... 11.0 eV
Relative energy (zero: lowest compared OMol25 entry of this formula, charge and spin) ... 79.9 kcal/mol
Total charge ... 0

Results of the Löwdin charge analysis, in e, for atoms 1 through 6: -0.064 -0.218 -0.339 -0.137 -0.125 0.112

[8]
The following is a quantum chemistry calculation of C4H7NO in the gas phase at a distorted geometry, from OMol25.

The geometry in XYZ format:
```
13
Properties=species:S:1:pos:R:3:forces:R:3
C 0.665556 -0.792545 0.377671 -0.4 -1.1 -0.4
C -1.052876 -1.047933 0.128602 1.3 1.8 0.3
O -1.169798 0.328724 0.551633 -2.3 1.4 -0.2
C -0.844243 1.116272 -0.507741 -0.3 0.7 -0.2
N 0.334118 1.444879 -0.814000 -0.5 -0.5 0.2
C 1.262402 0.714839 0.042263 -0.5 -0.7 0.1
H 0.913691 -0.971739 1.431433 -0.3 -0.4 -0.4
H 1.150759 -1.462890 -0.304594 0.7 -0.6 0.1
H -1.397893 -1.183786 -0.936944 1.0 0.4 0.6
H -1.952448 -1.543955 0.649646 2.5 -0.2 0.3
H -1.727704 1.387579 -1.071947 0.1 0.5 -0.4
H 1.486720 1.342098 0.935595 -0.5 -0.8 -0.2
H 2.239905 0.654797 -0.486450 -0.7 -0.4 0.3
```
Forces are in eV/Å.

## Properties
SMILES ... C1=NCCCO1
Electronic energy ... -7795.68895 eV
E_LUMO ... 1.0 eV
Multiplicity ... 1
Orbital gap ... 10.7 eV
Relative energy (zero: lowest compared OMol25 entry of this formula, charge and spin) ... 91.2 kcal/mol
Total charge ... 0

Results of the Löwdin charge analysis, in e, for atoms 1 through 6: -0.055 -0.081 -0.183 -0.289 0.061 -0.186

[9]
The following is a quantum chemistry calculation of a molecular structure, C4H7NO, from OMol25.

The geometry in XYZ format:
```
13
Properties=species:S:1:pos:R:3:forces:R:3
C 1.507856 -0.730344 -0.100164 0.0 0.1 0.1
C 0.104327 -0.184340 0.022137 0.1 -0.2 0.0
C -0.732662 1.611557 -0.121080 0.0 0.1 0.1
N -0.335008 0.691414 -1.013728 0.0 0.1 -0.2
C -0.896347 -0.876911 0.800603 0.0 0.1 -0.1
O -2.073867 -0.581418 0.929802 0.0 -0.1 0.0
H 1.682473 -1.162242 -1.098964 -0.1 0.1 0.2
H 2.269717 0.043353 0.044019 -0.1 0.0 0.0
H 1.697515 -1.516359 0.640231 -0.1 0.2 -0.1
H -1.761477 1.984073 -0.083778 0.2 -0.4 0.2
H 0.018389 2.165678 0.423043 0.1 -0.1 -0.1
H -0.982438 0.360102 -1.713396 -0.1 0.0 -0.1
H -0.498479 -1.804569 1.271272 -0.1 0.1 0.0
```
Forces are in eV/Å.

## Properties
Electronic energy ... -7795.99067 eV
E_LUMO (alpha / beta) ... 0.1 / 0.1 eV
Multiplicity ... 1
Orbital gap (alpha / beta) ... 8.3 / 8.3 eV
Relative energy (zero: lowest compared OMol25 entry of this formula, charge and spin) ... 84.3 kcal/mol
Total charge ... 0

Results of the Löwdin charge analysis, in e, for atoms 1 through 6: -0.059 -0.339 0.056 -0.023 -0.290 -0.018

[10]
The following is a quantum chemistry calculation of a molecular structure, C4H7NO, from OMol25.

The geometry in XYZ format:
```
13
Properties=species:S:1:pos:R:3:forces:R:3
C 1.761990 0.136294 0.185534 -0.1 0.1 -0.2
C 0.266382 0.289009 -0.016990 0.2 -0.1 -0.5
O -0.529714 1.115569 0.813880 -0.2 0.0 -0.1
C -0.774254 -0.704103 -0.225882 -0.2 -0.4 0.2
C -1.661748 0.194683 0.619040 -0.2 -0.1 0.2
N -0.463049 0.217664 -1.327800 0.8 0.3 0.1
H 2.196413 0.934827 0.797283 -0.4 0.0 -0.2
H 2.261242 0.151119 -0.784899 0.1 0.1 0.1
H 2.024276 -0.814372 0.671585 -0.3 0.2 -0.1
H -0.667951 -1.780518 -0.258602 -0.2 0.1 -0.1
H -2.011432 -0.133839 1.596181 0.1 -0.2 -0.1
H -2.487501 0.583731 0.007720 0.3 0.3 0.4
H 0.085341 -0.190070 -2.077046 0.2 -0.3 0.3
```
Forces are in eV/Å.

## Properties
Electronic energy ... -7796.42903 eV
E_LUMO ... 1.0 eV
Multiplicity ... 1
Orbital gap ... 10.1 eV
Relative energy (zero: lowest compared OMol25 entry of this formula, charge and spin) ... 74.1 kcal/mol
Total charge ... 0

Results of the Löwdin charge analysis, in e, for atoms 1 through 6: 0.017 -0.489 -0.040 -0.208 -0.099 0.108

[11]
The following is a quantum chemistry calculation of C4H7NO in the gas phase, from OMol25.

The geometry in XYZ format:
```
13
Properties=species:S:1:pos:R:3:forces:R:3
C 0.892769 -1.394119 0.091241 0.0 0.0 0.0
C 0.410460 -0.024641 -0.354601 0.2 -0.1 -0.2
C -1.110987 0.213722 -0.527362 -0.1 -0.1 -0.1
C -0.949826 1.289887 0.554182 -0.2 0.3 0.1
O -1.655777 2.122724 1.061495 0.3 -0.3 -0.2
N 0.391825 0.990267 0.708163 0.1 0.2 0.0
H 1.897372 -1.320672 0.522812 -0.1 0.0 -0.1
H 0.233706 -1.830812 0.849916 0.1 0.1 -0.1
H 0.939651 -2.073885 -0.765842 0.0 0.0 0.1
H 0.987805 0.312917 -1.223810 -0.1 -0.1 0.1
H -1.374584 0.664085 -1.487365 0.0 -0.1 0.1
H -1.788943 -0.613070 -0.307610 0.1 0.1 0.0
H 1.126530 1.663596 0.878779 -0.1 -0.1 0.3
```
Forces are in eV/Å.

## Properties
SMILES ... C[C@H]1CC(=O)N1
Electronic energy ... -7798.88102 eV
E_LUMO ... 0.9 eV
Multiplicity ... 1
Orbital gap ... 10.6 eV
Relative energy (zero: lowest compared OMol25 entry of this formula, charge and spin) ... 17.6 kcal/mol
Total charge ... 0

Results of the Löwdin charge analysis, in e, for atoms 1 through 6: -0.063 -0.357 -0.027 -0.481 0.077 0.107

[12]
The following is a quantum chemistry calculation of a molecular structure, C4H7NO at a distorted geometry, from OMol25.

The geometry in XYZ format:
```
13
Properties=species:S:1:pos:R:3:forces:R:3
N -1.492732 0.406704 -1.692225 0.1 0.1 0.3
C -0.639247 0.398202 -0.766047 0.2 -0.4 -0.5
C -0.619279 1.078296 0.575412 0.6 -1.0 0.0
C 0.645089 0.298732 1.065222 0.4 -1.3 2.0
C 0.878902 -1.444827 0.074795 -1.4 3.6 -1.2
O 0.582352 -0.216016 -0.848243 -0.4 -1.5 -4.3
H -1.140555 -0.173613 -2.459763 -0.1 0.1 0.1
H -0.482592 2.175529 0.475445 0.3 -0.7 0.0
H -1.513886 0.926113 1.194060 0.3 -0.2 -0.3
H 0.508590 -0.237269 1.957753 0.0 0.4 1.7
H 1.576090 0.866300 0.987860 -0.2 -0.7 0.0
H 0.012556 -2.140345 -0.025900 0.3 0.7 0.6
H 1.684712 -1.937807 -0.538369 0.0 0.9 1.5
```
Forces are in eV/Å.

## Properties
Electronic energy ... -7793.79325 eV
E_LUMO ... 0.6 eV
Multiplicity ... 1
Orbital gap ... 9.0 eV
Relative energy (zero: lowest compared OMol25 entry of this formula, charge and spin) ... 134.9 kcal/mol
Total charge ... 0

Results of the Löwdin charge analysis, in e, for atoms 1 through 6: 0.164 -0.510 -0.085 -0.006 0.049 -0.226